(1)
19
Properties=species:S:1:pos:R:3 method="wB97M-V/def2-TZVPD" orbital_gap_ev=9.31 e_homo_ev=-8.794 smiles=OCCCCS.O total_charge=0 de_lowest_kj_mol=38.0 multiplicity=1
C -1.67 0.58 0.48
O -0.71 0.06 1.41
C -1.80 -0.33 -0.72
C -0.45 -0.87 -1.22
C 0.65 0.21 -1.32
S 2.00 -0.36 -2.44
H -2.63 0.56 0.99
H -1.45 1.60 0.20
H -1.09 0.13 2.29
H -2.29 0.25 -1.51
H -2.38 -1.21 -0.48
H -0.56 -1.45 -2.13
H -0.07 -1.50 -0.42
H 0.26 1.14 -1.71
H 1.13 0.30 -0.36
H 2.96 -0.29 -1.50
H 0.50 1.08 4.92
H -1.05 1.34 4.96
O -0.36 0.65 4.96



(2)
19
Properties=species:S:1:pos:R:3 method="wB97M-V/def2-TZVPD" orbital_gap_ev=8.73 e_homo_ev=-8.399 smiles="C/C=C(/C)O.O.O" total_charge=0 de_lowest_kj_mol=165.5 multiplicity=1
C -0.32 1.23 2.23
C -1.21 0.57 1.22
C -0.75 -0.26 0.24
O 0.26 -1.14 0.57
C -1.67 -0.67 -0.88
H -0.80 1.49 3.17
H 0.12 2.17 1.88
H 0.55 0.64 2.53
H -2.27 0.44 1.39
H 0.44 -1.11 1.51
H -2.38 -1.36 -0.40
H -1.13 -1.13 -1.71
H -2.20 0.21 -1.22
H 2.13 -0.65 -0.14
H 2.46 0.83 -0.07
O 2.83 -0.01 -0.37
H 1.25 0.27 -2.96
H 1.59 -1.14 -3.34
O 1.10 -0.38 -3.65



(3)
19
Properties=species:S:1:pos:R:3 method="wB97M-V/def2-TZVPD" orbital_gap_ev=10.93 e_homo_ev=-10.029 smiles=OCCO.CCO total_charge=0 de_lowest_kj_mol=60.8 multiplicity=1
O 0.01 0.40 1.08
C -0.90 -1.31 2.44
C 0.30 -0.88 1.62
H 0.78 0.69 0.54
H -1.79 -1.36 1.80
H -1.08 -0.59 3.25
H -0.72 -2.31 2.88
H 1.21 -0.84 2.26
H 0.50 -1.61 0.81
O -1.35 0.42 -1.25
O 1.20 1.72 -0.85
C -0.16 0.03 -1.94
C 0.79 1.20 -2.11
H -1.14 0.43 -0.30
H 0.48 2.31 -0.53
H 0.35 -0.80 -1.41
H -0.48 -0.34 -2.93
H 1.70 0.86 -2.63
H 0.31 1.99 -2.73



(4)
19
Properties=species:S:1:pos:R:3 method="wB97M-V/def2-TZVPD" orbital_gap_ev=10.50 e_homo_ev=-9.837 smiles=OCCCCO.O total_charge=0 de_lowest_kj_mol=160.5 multiplicity=1
C 0.02 -0.96 1.16
O 1.00 -1.74 1.83
C 0.18 -1.12 -0.35
C -1.10 -0.73 -1.09
C -0.72 0.68 -1.66
O 0.33 0.76 -2.58
H -0.08 0.09 1.47
H -0.94 -1.40 1.42
H 1.10 -1.82 2.77
H 1.13 -0.56 -0.69
H 0.54 -2.12 -0.40
H -1.31 -1.44 -1.90
H -1.84 -0.64 -0.28
H -1.56 1.29 -2.00
H -0.50 1.32 -0.83
H 0.55 -0.16 -2.75
H 1.66 3.01 1.46
H 0.42 3.09 2.39
O 1.11 2.45 2.05



(5)
19
Properties=species:S:1:pos:R:3 method="wB97M-V/def2-TZVPD" orbital_gap_ev="10.29 / 6.94" s_squared=0.754 e_homo_ev="-14.329 / -14.329" total_charge=+1 de_lowest_kj_mol=0.0 multiplicity=2
C -1.00 -0.74 -2.02
C -1.11 0.59 -1.40
C -0.74 0.98 -0.09
O 0.11 0.32 0.61
C -1.11 2.27 0.51
H -0.10 -1.26 -1.70
H -1.92 -1.28 -1.75
H -1.05 -0.65 -3.10
H -1.43 1.42 -2.01
H 0.17 -0.64 0.50
H -0.21 2.81 0.74
H -1.59 2.92 -0.23
H -1.74 2.13 1.37
H 0.31 -2.67 4.25
H 0.75 -2.75 2.78
O 0.73 -2.17 3.55
H 1.82 0.18 -2.18
H 3.14 0.16 -1.38
O 2.35 -0.38 -1.60



(6)
21
Properties=species:S:1:pos:R:3 method="wB97M-V/def2-TZVPD" orbital_gap_ev=10.75 e_homo_ev=-10.203 total_charge=0 de_lowest_kj_mol=0.0 multiplicity=1
C 3.53 0.61 0.87
C -0.31 -1.07 -1.30
C -1.95 0.73 0.02
C -0.98 -1.57 1.44
O 0.71 0.53 0.67
O 2.25 -1.46 -0.29
O 2.14 0.85 -1.46
P 2.39 -0.03 -0.33
P -0.47 -0.28 0.28
H 3.97 -0.09 1.53
H 4.42 1.05 0.33
H 3.01 1.38 1.36
H -1.42 -1.24 -1.63
H 0.23 -2.00 -1.38
H 0.10 -0.23 -1.82
H -1.93 1.21 -0.91
H -2.25 1.48 0.71
H -2.68 0.06 0.31
H 0.02 -1.87 1.97
H -1.52 -2.43 1.01
H -1.59 -0.95 2.18



(7)
20
Properties=species:S:1:pos:R:3 method="wB97M-V/def2-TZVPD" orbital_gap_ev=9.64 e_homo_ev=-9.194 smiles="C=C/C=C/O.O.O.O" total_charge=0 de_lowest_kj_mol=232.3 multiplicity=1
C 0.42 1.79 2.18
C 0.73 0.60 1.68
C -0.27 -0.09 0.81
C -0.93 -1.13 1.30
O -1.88 -1.75 0.53
H 0.95 2.43 2.88
H -0.44 2.33 1.78
H 1.63 0.05 1.90
H -0.60 0.24 -0.17
H -0.79 -1.58 2.27
H -2.43 -2.30 1.09
H -0.90 1.89 -1.44
H 0.29 2.84 -1.27
O -0.16 2.28 -1.93
H 2.56 -1.69 -2.02
H 1.93 -1.23 -0.77
O 2.80 -1.51 -1.10
H -0.67 -0.37 -2.54
H -1.55 -1.49 -2.39
O -0.69 -1.31 -2.79



(8)
20
Properties=species:S:1:pos:R:3 method="wB97M-V/def2-TZVPD" orbital_gap_ev=10.70 e_homo_ev=-9.878 smiles=CC(O)(O)O.COC total_charge=0 de_lowest_kj_mol=146.9 multiplicity=1
C 1.13 0.55 1.01
C 2.26 0.90 -0.23
O 0.89 -0.77 1.13
O 0.01 1.25 0.60
O 1.64 1.06 2.18
H 1.57 0.39 2.87
H 0.17 -1.05 0.51
H 0.54 2.10 0.37
H 1.95 0.35 -1.12
H 2.42 1.95 -0.45
H 3.20 0.47 0.10
C -1.10 -0.75 -1.75
C -2.36 -0.91 0.23
O -1.23 -1.37 -0.49
H -3.28 -1.12 -0.32
H -1.97 -0.95 -2.38
H -0.98 0.33 -1.65
H -0.21 -1.17 -2.22
H -2.30 0.17 0.41
H -2.37 -1.45 1.18



(9)
21
Properties=species:S:1:pos:R:3 method="wB97M-V/def2-TZVPD" orbital_gap_ev=5.32 e_homo_ev=-23.816 total_charge=+3 de_lowest_kj_mol=781.5 multiplicity=1
Tl -0.65 -0.38 2.25
C 0.26 -1.43 -1.39
C -0.68 -1.98 -0.38
O -0.15 -1.69 0.98
O -0.13 -0.12 -1.79
H 0.08 -2.14 -2.20
H 1.31 -1.38 -1.10
H -0.96 -3.04 -0.36
H -1.65 -1.52 -0.21
H 0.65 -2.22 1.01
H 0.20 0.00 -2.69
C -0.12 2.27 0.98
C 0.35 1.33 0.04
O -0.40 0.10 0.09
O 0.39 1.86 2.25
H -1.20 2.29 1.10
H 0.14 3.27 0.62
H 1.43 1.23 0.05
H 0.16 1.78 -0.94
H -0.33 -0.35 -0.76
H 1.30 2.10 2.45



(10)
24
Properties=species:S:1:pos:R:3 method="wB97M-V/def2-TZVPD" orbital_gap_ev=2.99 e_homo_ev=0.777 total_charge=-2 de_lowest_kj_mol=0.0 multiplicity=1
Rb 1.39 -2.22 -1.59
P 0.03 0.50 -2.74
O 1.51 0.45 -2.08
O 0.19 0.19 -4.24
O -0.57 1.86 -2.41
O -0.84 -0.67 -2.09
C -1.24 -1.72 2.05
C -2.06 -1.77 0.78
O -1.28 -2.29 -0.28
H -0.91 -2.73 2.34
H -1.80 -1.28 2.88
H -0.35 -1.12 1.87
H -2.37 -0.75 0.52
H -2.96 -2.38 0.91
H -1.21 -1.55 -1.03
C 1.54 2.62 0.60
C 1.10 1.21 0.89
O 1.97 0.27 0.32
H 1.05 3.34 1.28
H 1.29 2.88 -0.43
H 2.63 2.71 0.72
H 0.08 1.06 0.49
H 1.04 1.02 1.98
H 1.77 0.37 -0.74



(11)
18
Properties=species:S:1:pos:R:3 method="wB97M-V/def2-TZVPD" orbital_gap_ev=9.68 e_homo_ev=-9.102 smiles=CCO.CCS total_charge=0 de_lowest_kj_mol=236.5 multiplicity=1
C -1.57 0.03 -0.22
C -2.54 0.77 -1.15
S -4.25 0.10 -1.02
H -2.06 0.26 0.80
H -1.75 -1.07 -0.37
H -0.50 0.26 -0.59
H -2.38 0.49 -2.33
H -2.63 1.89 -1.03
H -4.42 -0.10 -2.38
C 2.42 0.05 0.46
O 2.66 -0.96 -0.47
C 2.64 -0.44 1.92
H 1.34 0.50 0.43
H 2.99 0.98 0.28
H 2.36 -0.56 -1.33
H 1.72 -1.19 1.95
H 2.48 0.12 2.92
H 3.48 -1.13 2.13



(12)
19
Properties=species:S:1:pos:R:3 method="wB97M-V/def2-TZVPD" orbital_gap_ev="2.16 / 6.66" s_squared=0.753 e_homo_ev="0.870 / -3.717" total_charge=-1 de_lowest_kj_mol=168.7 multiplicity=2
C -2.12 0.84 -1.15
C -1.05 1.84 -1.23
S 0.77 1.26 -0.67
S 0.16 0.62 1.21
C 0.32 -1.13 1.03
C 0.52 -1.81 2.33
H -2.93 1.18 -1.87
H -2.68 0.99 -0.16
H -1.76 -0.10 -1.42
H -1.23 2.84 -0.78
H -0.81 1.81 -2.28
H -0.60 -1.41 0.57
H 1.26 -1.33 0.53
H 0.90 -2.83 2.22
H -0.46 -1.86 2.83
H 1.35 -1.27 2.88
H 1.37 -2.97 -2.07
H -0.14 -3.09 -1.91
O 0.60 -2.56 -1.63